w.
A cluster of 2 separate species, C5H14 in total. Source: the OMol25 dataset; level of theory: ωB97M-V/def2-TZVPD.

CARTESIAN COORDINATES (ANGSTROEM)
C: 0.211 1.181 1.156
C: -0.003 1.676 -0.297
C: -1.314 2.498 -0.433
H: -0.367 0.286 1.340
H: 1.261 0.903 1.263
H: -0.050 2.031 1.782
H: -0.115 0.800 -0.942
H: 0.802 2.328 -0.636
H: -1.231 2.999 -1.404
H: -1.315 3.257 0.344
H: -2.123 1.792 -0.566
C: -0.158 -2.253 0.020
C: 1.204 -2.702 -0.454
H: -0.067 -1.671 0.935
H: -0.660 -1.599 -0.696
H: -0.810 -3.102 0.228
H: 1.771 -1.874 -0.887
H: 1.115 -3.552 -1.130
H: 1.848 -2.999 0.378

Output
SMILES: CCC.CC
Frontier orbital gap, eV: 12.556
HOMO level, Eh: -0.4185


x.
A cluster of 2 separate species, C5H14 in total. Source: the OMol25 dataset; level of theory: ωB97M-V/def2-TZVPD.

CARTESIAN COORDINATES (ANGSTROEM)
C: 0.515 -0.116 2.232
C: 1.396 -0.273 0.994
C: 1.450 -1.648 0.247
H: -0.322 -0.804 2.027
H: 0.231 0.920 2.375
H: 0.984 -0.521 3.126
H: 1.283 0.407 0.149
H: 2.440 -0.115 1.318
H: 1.341 -1.423 -0.817
H: 2.445 -2.076 0.324
H: 0.637 -2.286 0.569
C: -1.940 1.681 -1.576
C: -1.139 0.357 -1.551
H: -1.473 2.439 -2.201
H: -2.916 1.525 -2.034
H: -2.145 1.967 -0.545
H: -1.231 -0.206 -0.619
H: -0.098 0.590 -1.783
H: -1.458 -0.418 -2.235

Output
SMILES: CCC.CC
Frontier orbital gap, eV: 12.126
HOMO level, Eh: -0.4025


Least stable = x


w.
A cluster of 2 separate species, C5H14 in total. Source: the OMol25 dataset; level of theory: ωB97M-V/def2-TZVPD.

CARTESIAN COORDINATES (ANGSTROEM)
C: 0.531 -0.244 2.812
C: -0.632 -0.957 2.132
C: -1.472 0.045 1.353
H: 1.262 -0.945 3.229
H: 1.046 0.492 2.192
H: 0.256 0.380 3.674
H: -1.211 -1.478 2.896
H: -0.251 -1.720 1.453
H: -2.194 -0.419 0.667
H: -0.856 0.709 0.754
H: -2.152 0.592 2.011
C: 0.237 0.431 -2.294
C: 1.193 0.384 -3.507
H: -0.497 1.228 -2.449
H: -0.269 -0.517 -2.140
H: 0.698 0.765 -1.365
H: 2.189 0.717 -3.211
H: 0.845 1.126 -4.225
H: 1.279 -0.587 -3.982

Output
SMILES: CCC.CC
Frontier orbital gap, eV: 12.492
HOMO level, Eh: -0.4178


x.
A cluster of 2 separate species, C5H14 in total. Source: the OMol25 dataset; level of theory: ωB97M-V/def2-TZVPD.

CARTESIAN COORDINATES (ANGSTROEM)
C: 1.650 1.474 0.525
C: 1.753 0.271 -0.388
C: 2.284 -1.020 0.187
H: 1.534 2.349 -0.129
H: 0.678 1.522 1.014
H: 2.422 1.658 1.271
H: 2.421 0.457 -1.234
H: 0.792 0.058 -0.833
H: 3.238 -0.974 0.717
H: 2.298 -1.791 -0.587
H: 1.609 -1.512 0.912
C: -2.126 -0.102 -0.748
C: -3.026 -0.553 0.393
H: -1.122 0.123 -0.425
H: -2.140 -0.707 -1.648
H: -2.527 0.842 -1.116
H: -3.741 -1.305 0.064
H: -2.444 -1.059 1.167
H: -3.552 0.269 0.859

Output
SMILES: CCC.CC
Frontier orbital gap, eV: 12.168
HOMO level, Eh: -0.4071


y.
A cluster of 2 separate species, C5H14 in total. Source: the OMol25 dataset; level of theory: ωB97M-V/def2-TZVPD.

CARTESIAN COORDINATES (ANGSTROEM)
C: -0.113 -2.373 -0.867
C: 0.341 -0.901 -0.839
C: 0.827 -0.395 -2.205
H: 0.709 -3.054 -0.629
H: -0.501 -2.616 -1.855
H: -0.869 -2.546 -0.098
H: -0.500 -0.299 -0.488
H: 1.111 -0.772 -0.084
H: 0.069 -0.597 -2.961
H: 1.149 0.639 -2.106
H: 1.672 -1.024 -2.489
C: -0.145 1.137 2.134
C: -0.854 2.354 1.542
H: -0.743 0.256 1.902
H: 0.816 0.994 1.634
H: 0.112 1.251 3.186
H: -0.321 3.273 1.793
H: -1.854 2.413 1.969
H: -0.905 2.259 0.462

Output
SMILES: CCC.CC
Frontier orbital gap, eV: 12.439
HOMO level, Eh: -0.4164


Least stable = x


w.
A cluster of 2 separate species, C5H14 in total. Source: the OMol25 dataset; level of theory: ωB97M-V/def2-TZVPD.

CARTESIAN COORDINATES (ANGSTROEM)
C: -0.155 2.138 1.177
C: 0.805 1.267 1.956
C: 0.567 -0.272 1.880
H: 0.376 2.984 0.743
H: -0.675 1.683 0.364
H: -0.944 2.548 1.812
H: 0.756 1.466 3.024
H: 1.821 1.415 1.614
H: -0.423 -0.457 1.454
H: 0.562 -0.770 2.840
H: 1.301 -0.815 1.288
C: -1.052 -1.859 -2.022
C: 0.068 -0.918 -2.454
H: -1.844 -1.291 -1.542
H: -1.484 -2.385 -2.870
H: -0.682 -2.633 -1.356
H: -0.318 -0.189 -3.175
H: 0.565 -0.468 -1.612
H: 0.756 -1.444 -3.120

Output
SMILES: CCC.CC
Frontier orbital gap, eV: 12.494
HOMO level, Eh: -0.4179


x.
A cluster of 2 separate species, C5H14 in total. Source: the OMol25 dataset; level of theory: ωB97M-V/def2-TZVPD.

CARTESIAN COORDINATES (ANGSTROEM)
C: -1.027 -0.301 -1.453
C: 0.407 0.003 -1.727
C: 0.810 1.335 -1.082
H: -1.765 0.509 -1.352
H: -1.023 -0.998 -0.566
H: -1.449 -0.998 -2.178
H: 1.051 -0.813 -1.374
H: 0.647 0.149 -2.856
H: 0.900 2.178 -1.784
H: 0.026 1.596 -0.347
H: 1.872 1.431 -0.836
C: -0.466 -1.143 2.008
C: 0.302 0.120 2.046
H: -0.184 -1.889 1.278
H: -0.408 -1.693 2.960
H: -1.551 -1.071 2.002
H: 1.254 0.096 2.579
H: -0.202 0.913 2.610
H: 0.627 0.474 1.064

Output
SMILES: CCC.CC
Frontier orbital gap, eV: 11.791
HOMO level, Eh: -0.3896


y.
A cluster of 2 separate species, C5H14 in total. Source: the OMol25 dataset; level of theory: ωB97M-V/def2-TZVPD.

CARTESIAN COORDINATES (ANGSTROEM)
C: 1.884 -0.193 0.689
C: 0.899 0.554 1.613
C: 0.239 -0.545 2.539
H: 1.613 0.078 -0.290
H: 2.944 0.175 0.695
H: 2.061 -1.307 1.009
H: 1.449 1.201 2.211
H: 0.144 1.181 1.026
H: 0.407 -1.485 2.142
H: 0.501 -0.473 3.551
H: -0.840 -0.646 2.419
C: -0.687 0.169 -2.445
C: -2.170 0.140 -1.977
H: -0.592 1.009 -3.297
H: 0.051 0.441 -1.702
H: -0.398 -0.833 -2.847
H: -2.837 0.122 -2.785
H: -2.309 1.095 -1.302
H: -2.362 -0.682 -1.248

Output
SMILES: CCC.CC
Frontier orbital gap, eV: 12.271
HOMO level, Eh: -0.4090


z.
A cluster of 2 separate species, C5H14 in total. Source: the OMol25 dataset; level of theory: ωB97M-V/def2-TZVPD.

CARTESIAN COORDINATES (ANGSTROEM)
C: -0.518 -1.163 1.282
C: 0.459 -1.314 0.048
C: 1.257 -2.624 -0.233
H: -0.594 -0.104 1.670
H: -0.300 -1.935 2.039
H: -1.467 -1.552 0.865
H: -0.191 -1.122 -0.930
H: 1.140 -0.541 -0.017
H: 1.603 -2.878 0.823
H: 0.572 -3.456 -0.430
H: 2.135 -2.374 -0.800
C: -0.674 1.997 -1.224
C: -0.391 2.663 0.154
H: -0.041 1.113 -1.404
H: -1.819 1.892 -1.589
H: -0.409 2.848 -1.941
H: -0.072 3.795 0.258
H: 0.556 2.214 0.631
H: -1.245 2.542 0.798

Output
SMILES: CCC.CC
Frontier orbital gap, eV: 11.886
HOMO level, Eh: -0.3950


Least stable = z


w.
A cluster of 2 separate species, C5H14 in total. Source: the OMol25 dataset; level of theory: ωB97M-V/def2-TZVPD.

CARTESIAN COORDINATES (ANGSTROEM)
C: 1.466 1.103 -1.211
C: 1.474 -0.319 -0.691
C: 0.614 -1.264 -1.567
H: 1.409 1.123 -2.300
H: 2.317 1.700 -0.945
H: 0.552 1.612 -0.892
H: 2.436 -0.788 -0.650
H: 1.058 -0.424 0.312
H: -0.390 -1.458 -1.166
H: 0.483 -0.922 -2.593
H: 1.021 -2.282 -1.570
C: -2.117 0.495 1.124
C: -1.231 -0.043 2.265
H: -1.468 0.601 0.248
H: -2.886 -0.235 0.877
H: -2.571 1.475 1.227
H: -1.353 0.337 3.279
H: -0.180 -0.012 2.001
H: -1.515 -1.072 2.433

Output
SMILES: CCC.CC
Frontier orbital gap, eV: 12.391
HOMO level, Eh: -0.4121


x.
A cluster of 2 separate species, C5H14 in total. Source: the OMol25 dataset; level of theory: ωB97M-V/def2-TZVPD.

CARTESIAN COORDINATES (ANGSTROEM)
C: 1.573 -1.766 -0.296
C: 0.125 -1.661 -0.787
C: -0.139 -0.494 -1.741
H: 1.771 -1.149 0.597
H: 2.413 -1.479 -0.950
H: 1.955 -2.763 -0.088
H: -0.204 -2.652 -1.153
H: -0.504 -1.663 0.103
H: -0.021 0.417 -1.149
H: 0.645 -0.393 -2.492
H: -1.150 -0.618 -2.106
C: -0.105 2.052 1.200
C: -1.584 1.619 1.389
H: 0.568 1.187 1.356
H: 0.066 1.986 0.117
H: 0.168 3.017 1.606
H: -2.253 2.417 1.104
H: -1.728 1.288 2.424
H: -1.598 0.653 0.866

Output
SMILES: CCC.CC
Frontier orbital gap, eV: 12.198
HOMO level, Eh: -0.4067


y.
A cluster of 2 separate species, C5H14 in total. Source: the OMol25 dataset; level of theory: ωB97M-V/def2-TZVPD.

CARTESIAN COORDINATES (ANGSTROEM)
C: -0.216 -0.059 2.282
C: 0.446 -0.947 1.219
C: 1.832 -0.629 0.685
H: -0.374 -0.722 3.142
H: 0.383 0.742 2.714
H: -1.232 0.280 2.092
H: -0.247 -1.012 0.384
H: 0.419 -1.990 1.547
H: 1.764 0.278 0.082
H: 2.130 -1.462 0.050
H: 2.618 -0.395 1.404
C: -1.635 0.655 -2.439
C: -0.367 0.895 -1.600
H: -1.604 1.001 -3.475
H: -1.819 -0.414 -2.566
H: -2.520 1.093 -1.980
H: 0.464 1.411 -2.070
H: -0.670 1.515 -0.766
H: -0.026 -0.056 -1.222

Output
SMILES: CCC.CC
Frontier orbital gap, eV: 11.975
HOMO level, Eh: -0.3986


Least stable = x